Entry 1:
C16H24O12 | ωB97M-V with the def2-TZVPD basis set

Each line ends with the Mulliken charge.
CARTESIAN COORDINATES (ANGSTROEM)
C 4.55432 -3.88211 -0.55906  -1.301
C 4.86856 -2.38696 -0.59505  0.330
C 4.29020 -1.69514 0.67979  -0.080
O 5.34135 -0.85910 1.07058  -0.352
C 6.47837 -1.22281 0.59497  0.622
O 7.59786 -0.78678 0.90768  -0.591
O 6.27112 -2.17344 -0.36299  -0.357
H 5.03433 -4.43857 0.24595  0.341
H 4.75352 -4.26572 -1.55969  0.354
H 3.48416 -3.96206 -0.36807  0.373
H 4.38865 -1.81225 -1.38719  0.362
H 3.97458 -2.32028 1.51505  0.410
H 3.45596 -1.14846 0.24014  -0.557
C -0.97376 2.48823 0.49506  -0.941
C -2.41981 3.06166 0.81272  0.279
C -3.11172 3.44428 -0.48542  -0.524
O -4.32678 2.76698 -0.39591  -0.327
C -4.39220 2.04135 0.69894  0.793
O -5.39381 1.39526 1.11511  -0.616
O -3.23227 2.08830 1.31473  -0.366
H -0.44213 1.98781 1.30440  0.227
H -0.42192 3.35950 0.14224  0.388
H -0.96186 1.71295 -0.27104  0.382
H -2.39991 3.97116 1.41315  0.560
H -2.51801 3.14138 -1.34789  0.289
H -3.36058 4.50492 -0.45049  0.457
C 2.45704 0.85809 1.14321  -1.758
C 1.72602 -0.24314 0.43090  1.589
C 0.55562 -0.70241 1.27156  -0.929
O -0.58495 -0.39173 0.52579  -0.179
C -0.29131 0.14452 -0.65333  0.424
O -1.05110 0.33794 -1.55883  -0.244
O 1.03968 0.17352 -0.81464  -0.473
H 1.91312 1.62220 1.69854  0.354
H 3.29022 1.36750 0.65904  0.496
H 3.05637 0.48840 1.97521  0.489
H 2.35394 -1.11327 0.23936  -0.071
H 0.62952 -0.16795 2.21866  0.381
H 0.46366 -1.77318 1.45344  0.328
C -3.04691 -1.70900 -0.08635  -1.203
C -3.71817 -0.32473 -0.39239  0.901
C -2.89426 0.53504 -1.34074  0.851
O -3.58542 0.55669 -2.59184  -0.600
C -4.80039 0.15084 -2.46062  0.580
O -5.58853 0.17716 -3.36911  -0.599
O -4.87842 -0.55263 -1.19085  -0.470
H -3.43281 -2.53355 -0.68576  0.359
H -3.21329 -1.94292 0.96518  0.380
H -1.96676 -1.63701 -0.21360  0.108
H -4.15657 0.23365 0.43472  -0.106
H -2.01399 -0.04357 -1.62080  0.567
H -2.80067 1.47934 -0.80442  -1.335

## Properties
Net charge: 0
HOMO (eV): -7.19
2S+1: 1
Energy relative to the best compared isomer or geometry (same formula, charge and spin) (eV): 11.867
HOMO-LUMO gap (eV): 6.92

---

Entry 2:
C16H25Cl5N6O2PW | ωB97M-V with the def2-TZVPD basis set

Each line ends with the Löwdin spin population.
CARTESIAN COORDINATES (ANGSTROEM)
W 0.13776 0.01862 0.33529  1.694
Cl -3.08402 2.03142 -0.74544  0.000
C -1.61614 2.73849 -0.21158  0.005
C -0.46983 1.94417 -0.02509  0.015
C 0.68273 2.63114 0.34535  0.012
Cl 2.06186 1.48925 0.51477  0.029
C 0.82858 3.96534 0.59193  0.003
Cl 2.31464 4.62860 1.05956  0.001
C -0.34381 4.72445 0.40843  -0.011
Cl -0.28156 6.38137 0.66595  -0.007
C -1.55507 4.11180 0.00124  -0.001
Cl -2.93044 5.07468 -0.22973  0.000
C -2.37549 -1.22147 -0.16594  0.012
N -2.08658 -2.09187 0.93038  0.015
C -2.58684 -3.47746 0.82443  0.001
P -1.94808 -1.24607 2.36396  0.015
O -0.72338 -0.29793 2.06430  0.091
N -1.57857 -2.29387 3.51560  0.000
C -0.27841 -2.26990 4.23242  0.001
C -2.65351 -2.91552 4.32615  0.000
N -3.25698 -0.32205 2.52312  0.001
C -4.62065 -0.89280 2.56340  0.000
C -3.18088 1.01938 3.15242  0.000
H -2.62133 -1.75429 -1.08334  -0.001
H -1.47770 -0.60214 -0.52430  0.020
H -3.11097 -0.45352 0.05382  0.001
H -2.08138 -3.98702 0.00359  0.001
H -3.66139 -3.51187 0.64166  0.000
H -2.36106 -4.00834 1.74528  0.000
H 0.46289 -1.70265 3.67983  0.000
H 0.06724 -3.29499 4.35874  0.000
H -0.40981 -1.82125 5.21671  0.000
H -3.57652 -3.01816 3.76420  0.000
H -2.84314 -2.33241 5.22755  0.000
H -2.32682 -3.91357 4.61230  0.000
H -4.66445 -1.85349 2.05159  0.000
H -5.29616 -0.21002 2.04895  0.000
H -4.96675 -1.01989 3.58865  0.000
H -2.15587 1.37760 3.17991  0.000
H -3.57171 0.98763 4.16976  0.000
H -3.78499 1.71004 2.56470  0.000
C 1.62962 -5.42030 -1.22750  0.000
N 1.39286 -4.06872 -0.69034  0.005
C 1.95029 -3.62619 0.59257  0.006
C 1.47418 -2.21325 0.59557  0.029
O 1.58629 -1.29438 1.43009  0.029
N 0.76842 -1.92813 -0.51423  0.026
C 0.72252 -3.08634 -1.26505  0.002
N 0.06997 -3.15302 -2.41060  0.002
H 2.66956 -5.68366 -1.04990  0.000
H 1.46214 -5.43635 -2.30158  0.000
H 0.97561 -6.13981 -0.73992  0.000
H 3.04037 -3.69221 0.61549  0.000
H 1.54910 -4.18855 1.43855  0.001
H -0.22710 -2.30476 -2.86679  0.000
H 0.08691 -3.98825 -2.97660  0.000

## Properties
Net charge: +3
HOMO (alpha / beta) (eV): -17.31 / -17.35
2S+1: 3
Energy relative to the best compared isomer or geometry (same formula, charge and spin) (eV): 0.696
HOMO-LUMO gap (alpha / beta) (eV): 6.65 / 6.87

---

Entry 3:
C16H25ClN2O3S | ωB97M-V with the def2-TZVPD basis set

Each line ends with the Mulliken charge.
CARTESIAN COORDINATES (ANGSTROEM)
C 2.66593 -3.28374 -1.68394  -1.000
O 2.25520 -2.43464 -0.63254  -0.264
C 2.96823 -1.31066 -0.38902  0.547
C 3.99132 -0.81336 -1.19536  -0.633
C 4.62717 0.37110 -0.86441  -0.730
C 4.25313 1.07334 0.27075  0.101
Cl 5.04603 2.55067 0.66883  -0.220
C 3.24439 0.58568 1.08922  -0.387
C 2.61776 -0.59282 0.75396  0.066
S 1.34968 -1.25444 1.84925  1.352
O 1.09723 -0.26830 2.85508  -0.691
O 1.74146 -2.56287 2.27795  -0.795
N -0.00494 -1.47175 0.91874  -0.176
C -0.42214 -0.47274 -0.05420  0.738
C -1.82095 -0.83688 -0.57930  -2.082
C -2.95694 -0.11187 0.16171  1.897
C -3.07137 -0.63790 1.60123  -1.760
C -4.27723 -0.39583 -0.56461  -2.047
N -2.75396 1.33146 0.19355  -0.328
C -1.42095 1.88759 0.03170  1.739
C -1.37649 3.18233 0.85759  -1.971
C -1.08905 2.24100 -1.43077  -1.769
C -0.39141 0.91020 0.60344  -2.233
H 3.70467 -3.59956 -1.55835  0.370
H 2.01594 -4.15479 -1.62604  0.254
H 2.54180 -2.80150 -2.65885  0.377
H 4.30070 -1.33926 -2.08419  0.439
H 5.41726 0.74973 -1.49364  0.430
H 2.93254 1.09458 1.98744  0.590
H 0.03953 -2.40308 0.53301  0.357
H 0.27853 -0.48010 -0.90765  0.152
H -1.88228 -0.59008 -1.64133  0.249
H -1.96624 -1.91380 -0.48448  0.662
H -3.44540 -1.65864 1.59891  0.372
H -3.76302 -0.01044 2.15663  0.413
H -2.11043 -0.63004 2.10246  0.351
H -4.24541 -0.02174 -1.58718  0.518
H -4.47439 -1.46436 -0.59783  0.426
H -5.09728 0.09017 -0.04173  0.424
H -3.40643 1.81167 -0.41176  0.418
H -0.38979 3.63498 0.81177  0.379
H -1.61681 2.96324 1.89326  0.417
H -2.10639 3.89356 0.47866  0.440
H -1.81246 2.96055 -1.81146  0.452
H -1.10791 1.36560 -2.07341  0.365
H -0.09983 2.68832 -1.49261  0.369
H 0.60620 1.33952 0.50249  0.688
H -0.58524 0.78993 1.66703  0.731

## Properties
Net charge: 0
HOMO (eV): -8.49
2S+1: 1
Energy relative to the best compared isomer or geometry (same formula, charge and spin) (eV): 0.115
HOMO-LUMO gap (eV): 8.87

---

Entry 4:
C16H25ClN5O5 | ωB97M-V with the def2-TZVPD basis set

Each line ends with the Mulliken charge.
CARTESIAN COORDINATES (ANGSTROEM)
O 1.62572 5.55641 4.14661  -0.569
O -0.29992 -4.25906 2.71624  -0.653
O -0.05974 -4.58176 -1.75989  -0.645
Cl 0.70100 4.95423 -1.03813  -0.210
O 3.18864 4.07488 4.82296  -0.445
O 2.50592 2.54999 -1.37066  -0.620
C 2.38495 4.63653 3.89393  0.458
C -0.86826 -3.88382 1.70577  0.599
C -0.91738 -3.72996 -1.57506  0.083
C -1.51380 1.48929 -1.46313  0.886
C 3.26263 2.49437 0.88791  -0.507
C 3.23753 3.00145 2.19303  -0.839
C 1.64355 4.68197 1.49858  -0.414
C 1.66655 4.17667 0.19494  0.514
C 2.47693 3.07456 -0.10788  0.459
C 2.42045 4.09987 2.51844  0.112
N -0.41378 2.06290 -1.85788  -0.081
N -2.02600 -3.64438 -2.31762  -0.088
N -1.58472 0.70638 -0.39874  -0.143
N -0.19028 -3.23595 0.75625  -0.043
N -2.58435 1.71520 -2.17178  -0.410
C -2.35878 -4.11572 1.54680  -0.958
C -2.34295 -4.56414 -3.41103  -0.901
C -0.50957 0.34246 0.55249  -1.189
C 0.65261 -0.45702 -0.06427  0.088
C 0.27250 -1.59719 -1.02828  -1.461
C -0.71137 -2.65652 -0.49635  0.414
H 3.01840 4.57689 5.63584  0.362
H 3.42646 2.32146 -1.60073  0.408
H 3.90058 1.64490 0.66209  0.407
H 3.85996 2.54028 2.95925  0.427
H 1.01652 5.54457 1.71795  0.528
H 0.43159 1.97522 -1.31210  -0.302
H -0.40146 2.68046 -2.64757  0.259
H -2.68888 -2.91973 -2.10799  0.233
H -2.50398 0.37776 -0.15832  0.244
H 0.81013 -3.23942 0.89763  0.276
H -3.47386 1.34280 -1.89271  0.202
H -2.53315 2.32155 -2.97087  0.197
H -2.70948 -4.68523 2.40748  0.336
H -2.54446 -4.69578 0.64509  0.295
H -2.88210 -3.16416 1.51198  0.232
H -1.51626 -4.59309 -4.12548  0.291
H -3.25123 -4.24791 -3.92600  0.348
H -2.48895 -5.57276 -3.01749  0.295
H -0.94492 -0.26133 1.35184  0.518
H -0.10633 1.24658 1.01496  0.306
H 1.25182 -0.86680 0.74972  0.601
H 1.29544 0.23090 -0.61081  0.127
H 1.19667 -2.10088 -1.32005  0.528
H -0.14846 -1.16082 -1.93515  0.221
H -1.67215 -2.18709 -0.30181  0.222

## Properties
Net charge: +1
HOMO (eV): -11.81
2S+1: 1
Energy relative to the best compared isomer or geometry (same formula, charge and spin) (eV): 0.000
HOMO-LUMO gap (eV): 8.72

---

Entry 5:
C16H25ClSZr | ωB97M-V with the def2-TZVPD basis set

Each line ends with the Mulliken charge.
CARTESIAN COORDINATES (ANGSTROEM)
C 0.04490 0.17522 -4.50714  0.808
C 1.44149 0.73768 -4.86452  -1.297
C -0.18685 -1.19434 -5.18988  -1.298
C -1.06838 1.17721 -4.89425  -1.291
Cl -0.02617 -0.07198 -2.63830  -0.168
H -0.15681 -1.10457 -6.28914  0.358
H -1.16769 -1.60184 -4.90895  0.369
H 0.58810 -1.91148 -4.88621  0.363
H 1.53940 0.90892 -5.94998  0.362
H 2.22769 0.03426 -4.55764  0.361
H 1.61122 1.69401 -4.35120  0.365
H -1.07620 1.37018 -5.98035  0.364
H -0.91640 2.13473 -4.37756  0.362
H -2.05318 0.78152 -4.61018  0.362
C 1.13288 -1.58667 2.72135  -0.347
C 0.58043 -2.57950 1.84029  -0.577
C 1.08850 -2.35366 0.52087  -0.356
H 0.02999 -3.45848 2.17414  0.584
C 2.00159 -1.23906 0.58598  -0.786
C 2.06659 -0.80180 1.95521  -0.350
H 2.78439 -0.10507 2.38444  0.549
H 1.05044 -1.57936 3.80688  0.638
H 0.92895 -2.99985 -0.34115  0.520
H 2.63851 -0.88263 -0.22356  0.544
C -2.18268 0.54849 2.19225  -0.228
C -1.79952 -0.66370 2.87256  -0.362
C -2.00921 -1.75522 1.95566  -0.529
H -1.62297 -0.75362 3.94016  0.606
C -2.40976 -1.21732 0.68690  -0.418
C -2.49665 0.21791 0.82675  -0.883
H -2.86945 0.91546 0.08032  0.549
H -2.34515 1.50519 2.68130  0.555
H -2.04748 -2.80045 2.24791  0.588
H -2.73958 -1.79635 -0.17110  0.532
Zr -0.16231 -0.33726 1.18415  0.608
C 1.17357 3.31008 2.80641  -1.020
S 0.50170 1.63634 2.96430  0.467
C 0.50053 1.25112 4.72707  -0.917
H 1.27148 3.52813 1.73956  0.352
H 2.15804 3.37368 3.27382  0.357
H 0.49587 4.04085 3.25383  0.353
H 0.22721 0.19466 4.85441  0.165
H 1.49022 1.40125 5.18733  0.394
H -0.23722 1.85730 5.27725  0.392

## Properties
Net charge: +2
HOMO (eV): -15.57
2S+1: 1
HOMO-LUMO gap (eV): 7.01

---

Number 1: DFT total energy -1526.5853 hartree. Number 2: DFT total energy -3812.1493 hartree. Number 3: DFT total energy -1818.2789 hartree. Number 4: DFT total energy -1734.7318 hartree. Number 5: DFT total energy -1529.5167 hartree.